No. 1
{"formula": "H20Li3O14S", "method": "ωB97M-V with the def2-TZVPD basis set", "species": ["O", "H", "H", "O", "O", "H", "O", "O", "Li", "O", "H", "H", "Li", "H", "H", "S", "H", "H", "H", "H", "O", "O", "H", "H", "H", "H", "O", "H", "H", "H", "H", "O", "O", "H", "O", "O", "Li", "O"], "positions_angstrom": [[3.7906, 3.2927, -37.1283], [3.0129, 0.8134, -36.1768], [-0.4979, 4.7055, -35.4617], [-0.8303, 5.0383, -34.6280], [2.7050, 0.7917, -35.2707], [3.5187, 3.2873, -36.2105], [6.6409, 4.8315, -34.9588], [0.6048, 3.6986, -36.6936], [2.6655, 4.2354, -30.4376], [1.3978, 5.1932, -33.5736], [2.7270, 7.6318, -34.6547], [5.7289, 4.6786, -35.2058], [1.1118, 6.5186, -31.9655], [1.0116, 2.9196, -32.0884], [1.1745, 3.4598, -35.9624], [2.5699, 4.2471, -33.4573], [3.1715, 2.7079, -37.5654], [2.5639, 1.7107, -35.0431], [0.1740, 2.8799, -36.9396], [6.1299, 3.5373, -31.6113], [2.4817, 3.5558, -32.1920], [4.0644, 1.2913, -32.4641], [5.2345, 3.9380, -32.7644], [-0.0545, 5.1109, -34.0721], [3.2196, 2.0148, -29.0901], [6.7101, 4.4848, -34.0693], [2.4863, 3.3089, -34.5826], [4.4099, 1.3903, -33.3513], [1.9975, 1.7899, -29.9550], [3.6552, 2.1347, -32.2704], [1.7539, 6.4727, -34.6920], [0.2689, 2.4328, -31.7313], [3.8464, 4.9641, -33.4137], [0.2990, 1.5870, -32.1785], [2.4785, 2.4725, -29.4871], [1.9058, 7.3454, -35.0546], [4.5465, 6.7568, -33.1267], [6.1259, 3.6545, -32.5613]], "forces_ev_per_a": [[0.1, 0.3, -0.1], [0.2, -0.4, -0.3], [0.5, -0.4, -2.2], [-2.6, 0.0, 0.0], [-0.1, -0.3, -0.1], [0.0, 0.0, 0.4], [-0.2, 0.9, -0.2], [-0.7, 0.9, 0.4], [0.1, -1.7, 0.6], [0.7, 0.9, 1.8], [0.3, 0.4, -0.4], [-0.1, -0.3, -0.4], [-0.7, 0.0, -0.9], [-0.1, -0.5, 0.0], [0.9, -0.3, 0.5], [-0.1, -1.5, -2.9], [-0.1, -0.2, -0.5], [0.0, -0.2, 0.2], [-0.4, -0.6, -0.5], [0.4, -0.4, 0.3], [-0.1, 0.5, 2.1], [0.0, 0.0, 0.5], [-0.2, -0.2, -0.1], [1.5, -0.1, 0.9], [0.3, -0.2, 0.4], [0.4, -0.4, 0.3], [0.0, 1.9, 1.2], [0.2, -0.3, -0.4], [-0.5, -0.3, -0.3], [0.0, -0.2, 0.0], [0.0, -0.3, -0.2], [-0.7, 0.1, 0.4], [0.1, 2.2, -0.2], [-0.2, -0.4, -0.1], [0.3, 1.1, -0.2], [-0.1, 0.5, 0.3], [0.9, -0.7, -0.7], [0.0, 0.3, 0.3]], "nbo_charge": [-0.82, 0.47, 0.50, -0.39, -0.92, 0.47, -0.93, -0.81, 0.96, -1.18, 0.43, 0.45, 0.98, 0.45, 0.49, 2.66, 0.47, 0.46, 0.51, 0.48, -1.12, -0.93, 0.46, 0.48, 0.51, 0.48, -1.04, 0.48, 0.53, 0.44, 0.46, -0.97, -1.14, 0.49, -1.02, -0.90, 0.98, -0.94], "multiplicity": 2, "max_force_ev_per_a": 3.300, "gap_ev": [6.59, 2.97], "homo_energy_ev": [-16.264, -16.161], "e_lumo_ha": [-0.3555, -0.4847], "energy_ha": -1485.52974, "total_charge": 2}

---

No. 2
{"formula": "H20NO13", "method": "ωB97M-V with the def2-TZVPD basis set", "species": ["O", "H", "H", "H", "H", "H", "O", "O", "H", "H", "H", "O", "H", "N", "O", "O", "O", "H", "H", "O", "H", "H", "H", "H", "O", "H", "H", "H", "O", "H", "O", "H", "O", "O"], "positions_angstrom": [[-1.9760, -1.9913, -2.6364], [-0.4600, -1.5413, 2.2676], [1.4510, 1.6097, -2.6174], [2.3560, -0.6373, 1.4916], [1.8500, -1.4893, -1.7634], [2.2040, 2.2817, -0.2844], [-2.9480, 1.4177, -0.3954], [-0.3570, -3.2913, 0.5746], [-2.6690, 3.0797, 2.4686], [2.9660, -0.9643, -2.5194], [1.6520, -0.7403, 2.6526], [2.4830, 2.3107, -1.2454], [-2.0030, 1.2797, -0.3344], [-0.2040, -0.1503, -0.1484], [2.1600, -0.1033, 2.3056], [-2.6030, 3.3877, 1.4476], [-0.1370, -0.6883, 1.0066], [0.2300, -2.5543, 3.1516], [-2.7430, 2.4557, 1.0186], [-0.4320, -1.8833, 3.1906], [0.4890, 0.4937, -2.5454], [-3.3440, 1.9907, -1.0524], [-0.0640, -3.7113, -0.2354], [2.1140, 3.2557, -1.4824], [0.3170, -0.7693, -1.1314], [0.3260, 1.2777, 2.9516], [-1.8250, -2.7383, -3.4414], [-1.1000, -1.6763, -2.4454], [0.7950, 1.1397, -3.1864], [0.0070, -2.3663, 0.6456], [-0.5690, 1.1907, 2.6296], [-0.2920, 0.7507, 1.8796], [-0.4020, 1.0757, -0.2264], [2.7270, -1.7003, -1.9904]], "forces_ev_per_a": [[-0.4, -3.5, -3.7], [-0.5, -0.4, 1.5], [-0.6, -0.4, -0.6], [0.3, 1.3, 0.4], [-1.9, 0.2, 0.8], [0.4, -0.4, -1.4], [-2.2, -0.7, 1.0], [0.3, 0.3, 0.6], [0.5, 1.3, -3.5], [0.6, 1.1, -0.9], [-3.7, -3.3, 3.2], [-1.4, 3.2, 1.1], [0.6, 0.7, -1.0], [3.7, 0.3, 0.3], [3.6, 2.1, -3.5], [-0.8, -3.1, 3.1], [-0.7, 0.4, -2.9], [0.5, -1.0, 0.0], [0.2, 2.3, 0.5], [-0.2, 0.8, -0.2], [-0.4, -0.3, 0.1], [1.0, 0.0, -0.2], [0.2, 0.4, -0.1], [1.1, -2.7, 0.5], [-1.9, 0.3, 0.9], [0.3, 0.5, 1.1], [-0.5, 3.3, 3.5], [0.8, 0.3, 0.2], [0.9, 0.6, 0.2], [-0.5, -1.4, -0.7], [-0.4, 2.0, 2.8], [-0.2, -1.6, -2.7], [-0.5, -1.2, -0.3], [1.6, -1.4, 0.1]], "nbo_charge": [-0.94, 0.48, 0.48, 0.47, 0.48, 0.49, -0.99, -0.98, 0.46, 0.47, 0.46, -0.95, 0.49, 0.75, -0.93, -0.99, -0.56, 0.45, 0.50, -0.95, 0.48, 0.49, 0.47, 0.48, -0.57, 0.46, 0.45, 0.48, -0.99, 0.48, -0.95, 0.46, -0.47, -0.95], "max_force_ev_per_a": 5.879, "gap_ev": 9.77, "e_above_lowest_ev": 3.720, "homo_energy_ev": -7.209, "e_lumo_ha": 0.0940, "energy_ha": -1044.77237, "total_charge": -1}

---

No. 3
{"formula": "H20NO8", "method": "ωB97M-V with the def2-TZVPD basis set", "species": ["H", "H", "H", "H", "O", "H", "H", "O", "H", "O", "H", "H", "H", "H", "H", "H", "H", "H", "H", "N", "H", "O", "O", "O", "H", "H", "O", "O", "H"], "positions_angstrom": [[-9.4368, -9.7128, 21.7587], [-7.8323, -11.0206, 24.1554], [-6.2608, -5.1410, 20.3134], [-2.6538, -9.5098, 20.7792], [-9.5691, -10.6173, 21.8684], [-9.9105, -7.8444, 20.9596], [-6.3611, -7.5847, 21.8217], [-3.5031, -9.7001, 21.1606], [-6.0748, -9.1285, 21.8206], [-6.6498, -8.9363, 19.1851], [-4.9607, -6.2988, 24.5276], [-10.2885, -8.0091, 22.4415], [-6.0915, -5.2415, 22.8690], [-9.2039, -11.2704, 21.3361], [-6.8479, -5.2217, 24.1438], [-5.5598, -8.3447, 23.2468], [-5.9559, -8.3215, 19.0181], [-3.3462, -9.2458, 21.9913], [-4.8011, -5.0971, 20.2804], [-6.2929, -8.4444, 22.3972], [-8.7807, -10.2315, 23.5820], [-9.5529, -7.8877, 21.7680], [-6.3983, -5.7595, 23.6143], [-4.4015, -6.8573, 24.9801], [-4.6161, -6.6643, 25.8802], [-7.2928, -8.6521, 22.7072], [-5.4858, -5.5381, 20.7749], [-8.1475, -10.1246, 24.2647], [-7.0731, -8.6515, 18.4391]], "forces_ev_per_a": [[0.9, 2.2, -1.5], [0.9, -0.6, 0.8], [0.3, -0.6, 0.7], [0.6, -0.3, -1.0], [-2.1, -1.4, 3.1], [-2.4, 0.4, -4.7], [0.4, -0.2, 0.6], [-0.3, 0.4, 0.5], [1.9, -4.5, -3.6], [1.1, -0.7, 2.6], [-2.0, 2.0, -1.9], [1.1, 0.5, -1.4], [0.2, 0.3, -0.4], [1.2, -0.9, -1.9], [-3.1, 3.6, 3.5], [-2.3, -0.1, -2.2], [2.1, 0.5, 0.9], [-0.3, -0.1, 0.6], [1.0, 0.1, 0.0], [-1.5, 4.5, 4.9], [-1.9, 0.4, -1.3], [1.3, -0.6, 6.2], [2.6, -3.5, -3.5], [2.2, -2.3, 0.9], [0.1, -0.1, 1.1], [1.6, 0.3, 0.4], [-1.5, 0.4, -0.5], [1.1, 0.2, 0.5], [-3.2, 0.2, -3.3]], "nbo_charge": [0.49, 0.47, 0.48, 0.48, -0.99, 0.48, 0.46, -0.94, 0.42, -0.93, 0.47, 0.50, 0.50, 0.50, 0.48, 0.49, 0.46, 0.46, 0.49, -0.87, 0.48, -0.96, -0.96, -0.96, 0.47, 0.48, -0.97, -0.96, 0.47], "max_force_ev_per_a": 6.809, "gap_ev": 11.22, "e_above_lowest_ev": 2.461, "homo_energy_ev": -14.307, "e_lumo_ha": -0.1134, "energy_ha": -668.38922, "total_charge": 1}

---

No. 4
{"formula": "H20O10", "method": "ωB97M-V with the def2-TZVPD basis set", "species": ["H", "H", "O", "H", "H", "H", "H", "H", "H", "H", "H", "O", "H", "H", "O", "O", "H", "O", "O", "O", "O", "H", "H", "H", "H", "O", "H", "H", "O", "H"], "positions_angstrom": [[-4.7546, -2.1428, -0.5130], [-0.9654, -3.1655, -0.1035], [3.8057, 0.1298, -2.0969], [-4.8596, -0.7428, 0.3093], [-1.7288, 2.3967, 1.2647], [4.2759, -0.7871, -2.0829], [1.5507, 0.9631, 0.4025], [-0.0876, -1.9545, -0.5570], [-2.3067, 0.0197, 2.9683], [3.4634, 0.8880, 1.2269], [3.2133, 0.7009, 2.6957], [-0.5219, -2.7999, -0.8545], [-0.8569, -0.4295, 0.6654], [-1.3179, 0.6187, 4.0473], [1.2855, 1.8451, 0.6714], [1.5414, 2.2568, -0.9259], [3.4667, 0.1068, -1.1656], [-5.3040, -1.5554, 0.1284], [-0.5404, 0.0671, -0.1029], [3.0156, 1.2926, 1.9603], [-1.8247, 0.8133, 3.1528], [0.8998, -3.1445, -2.6848], [0.0601, -3.7418, -3.6514], [2.1070, 1.9302, -1.6243], [0.3660, 1.8407, 0.7984], [0.8968, -3.8822, -3.3039], [-2.8339, 2.1866, 0.1618], [-1.2819, 0.2515, -0.7972], [-2.4996, 2.7663, 0.8792], [1.7360, 3.2719, -0.8686]], "forces_ev_per_a": [[-1.3, 2.0, 1.8], [-0.3, -0.3, 0.7], [0.8, -2.8, 1.7], [0.7, 0.7, -0.1], [1.0, -0.9, 0.5], [-1.1, 2.4, -0.5], [-0.8, 0.4, 0.6], [-0.8, -1.1, -0.4], [-0.5, -0.7, 0.0], [0.6, -0.1, -0.5], [0.2, 0.1, 0.1], [1.0, 1.5, -0.4], [-0.6, 0.4, -0.4], [-1.6, 0.6, -2.9], [-1.9, -2.3, 12.0], [2.6, 5.9, -11.5], [0.3, 0.4, -1.2], [0.5, -2.7, -1.6], [-1.5, 0.2, -1.9], [1.2, -0.5, 1.7], [2.2, 0.1, 2.8], [0.4, -0.2, 0.4], [-2.6, -0.1, -1.5], [0.7, 0.3, -2.1], [-1.8, -0.6, 0.3], [2.2, 0.2, 1.0], [0.7, 0.5, 0.9], [1.9, -0.9, 2.3], [-1.8, 0.4, -1.3], [-0.3, -2.8, -0.5]], "nbo_charge": [0.48, 0.47, -0.93, 0.47, 0.48, 0.47, 0.45, 0.49, 0.46, 0.44, 0.46, -0.97, 0.48, 0.48, -0.87, -0.94, 0.45, -0.95, -0.97, -0.90, -0.95, 0.47, 0.46, 0.43, 0.45, -0.93, 0.46, 0.50, -0.94, 0.48], "max_force_ev_per_a": 13.200, "gap_ev": 5.92, "e_above_lowest_ev": 9.918, "homo_energy_ev": -6.522, "e_lumo_ha": -0.0223, "energy_ha": -764.11742}

---

No. 5
{"formula": "H20O10", "method": "ωB97M-V with the def2-TZVPD basis set", "species": ["O", "H", "O", "O", "O", "H", "H", "O", "H", "H", "O", "H", "O", "H", "H", "H", "H", "H", "O", "H", "O", "O", "H", "H", "H", "H", "H", "H", "H", "H"], "positions_angstrom": [[1.5168, 2.2804, 0.7696], [-1.2111, 2.2258, 2.4216], [2.7757, -1.8261, 1.5408], [0.0135, 0.2344, -0.0903], [-2.3945, -0.9876, 0.2916], [-2.8946, -0.7339, -0.4842], [-0.4234, -0.3851, -3.5791], [0.0364, -1.1055, -3.1481], [3.0212, -1.0283, 2.0095], [-0.6125, -1.8073, -3.0959], [-2.2093, -1.4299, 3.1866], [0.6864, -0.2630, -0.5549], [-3.4879, 1.6483, -1.1960], [2.2259, -1.5209, 0.8192], [4.5421, 1.5498, -0.4776], [2.5360, -1.7456, -1.3354], [0.8407, 1.6261, 0.5932], [-0.7348, -0.3605, -0.0427], [3.6572, 1.3811, -0.8012], [-2.5508, 1.5144, -1.3383], [-1.8598, 1.5269, 2.3386], [1.9224, -1.0299, -1.1694], [-2.9761, -1.5792, 0.7691], [1.4651, -0.9080, -2.0014], [-1.6604, -2.1403, 2.8546], [-2.1131, -0.7303, 2.5405], [2.3257, 1.8823, 0.4477], [-2.0830, 1.5159, 1.4078], [3.4999, 0.4586, -0.6000], [-3.8539, 1.7373, -2.0760]], "forces_ev_per_a": [[0.0, 0.7, 0.7], [0.3, 0.1, 0.1], [0.3, -0.3, 0.0], [-0.6, 0.5, -0.1], [0.0, -0.1, -0.3], [-0.3, 0.3, -0.2], [0.0, 0.3, -0.1], [0.1, 0.0, -0.1], [0.0, 0.2, 0.2], [-0.1, -0.3, 0.1], [-0.4, -0.4, 0.1], [0.1, 0.0, 0.3], [-0.1, -0.3, 0.2], [-0.4, 0.2, -0.1], [0.3, 0.2, 0.1], [0.2, -0.3, 0.1], [-0.4, -0.3, -0.1], [-0.4, -0.2, 0.4], [0.1, 0.1, -0.1], [0.5, 0.1, 0.0], [-0.2, -0.2, 0.1], [1.2, -0.4, 0.1], [-0.1, -0.2, 0.4], [-0.4, 0.0, -0.8], [0.3, -0.2, 0.0], [0.2, 0.7, 0.0], [0.3, 0.1, -0.3], [-0.1, 0.0, -0.3], [-0.2, -0.5, -0.1], [-0.2, 0.1, -0.2]], "nbo_charge": [-0.99, 0.48, -0.95, -1.00, -0.97, 0.49, 0.49, -0.96, 0.47, 0.49, -0.95, 0.48, -0.94, 0.48, 0.47, 0.50, 0.49, 0.49, -0.94, 0.47, -0.95, -1.00, 0.50, 0.52, 0.46, 0.49, 0.47, 0.47, 0.48, 0.47], "max_force_ev_per_a": 1.254, "gap_ev": 9.48, "e_above_lowest_ev": 2.721, "homo_energy_ev": -9.941, "e_lumo_ha": -0.0169, "energy_ha": -764.38191, "smiles": "O.O.O.O.O.O.O.O.O.O"}

---

No. 6
{"formula": "H20O10", "method": "ωB97M-V with the def2-TZVPD basis set", "species": ["H", "H", "O", "H", "H", "O", "H", "O", "O", "O", "H", "O", "H", "H", "H", "O", "O", "H", "H", "H", "H", "H", "H", "H", "H", "H", "O", "H", "O", "H"], "positions_angstrom": [[-4.3376, -3.2602, -0.7145], [3.4358, -0.6418, -2.3305], [4.1464, -2.3923, 0.9655], [-1.1637, 2.3706, -0.4904], [1.4590, 2.9041, -1.5947], [0.3068, 0.1823, 0.0299], [1.7201, 2.3593, 4.0333], [-0.7771, 2.5076, 0.3491], [4.2413, -0.4999, -1.9788], [1.1018, 1.9219, 3.5142], [-2.9586, -0.4354, 1.1717], [-4.0636, 0.7145, -1.8340], [-3.2510, 0.8231, -2.3631], [2.8376, 2.4865, -2.0098], [0.9462, -1.7290, 0.5051], [2.0201, 2.7190, -2.4382], [-3.8555, -0.4297, 1.0377], [1.5338, -2.8625, -0.1397], [3.5141, -1.9553, 0.3626], [4.6876, -1.7392, 1.3258], [-0.4943, -0.3502, 0.1152], [0.2280, 2.2285, 3.8084], [4.1906, -0.3701, -1.0482], [-3.9022, -0.1291, -1.4490], [-4.3805, -0.9912, 1.6477], [0.2292, 0.3020, -0.8926], [-3.6162, -2.6700, -0.5525], [-1.4819, 2.9573, 0.8989], [1.7201, -1.9446, 0.1119], [-4.0362, -2.0762, -0.0409]], "forces_ev_per_a": [[-0.3, -1.1, -0.7], [-4.4, -0.7, -1.5], [-1.2, -1.5, -1.2], [-0.9, -0.2, -1.3], [1.1, -0.3, -2.3], [-0.8, -0.7, 1.1], [1.7, 1.3, 1.5], [-0.7, 1.4, 2.5], [4.7, 0.7, 0.5], [-2.2, -1.1, -1.3], [3.2, -0.4, 1.2], [0.8, 1.0, -1.0], [-0.7, 0.2, 0.1], [0.9, -0.3, -0.1], [-3.4, 1.9, 2.0], [-2.1, 0.6, 2.4], [-4.5, -0.1, -0.6], [0.6, 0.1, -0.1], [0.3, -0.3, 0.7], [1.4, 1.6, 0.9], [-0.1, 0.1, 0.7], [0.6, -0.1, -0.1], [-0.4, 0.0, 0.9], [-0.2, -1.2, 0.8], [1.2, 0.7, -0.2], [0.7, 0.6, -2.0], [2.2, -2.9, -2.6], [1.2, -0.7, -1.1], [2.9, -2.5, -2.4], [-1.7, 3.9, 2.9]], "nbo_charge": [0.46, 0.47, -0.96, 0.46, 0.47, -0.90, 0.46, -0.93, -0.93, -0.93, 0.48, -0.93, 0.46, 0.47, 0.47, -0.94, -0.95, 0.47, 0.49, 0.46, 0.44, 0.47, 0.47, 0.47, 0.49, 0.46, -0.93, 0.47, -0.93, 0.46], "max_force_ev_per_a": 5.177, "gap_ev": 10.34, "e_above_lowest_ev": 5.167, "homo_energy_ev": -10.580, "e_lumo_ha": -0.0089, "energy_ha": -764.29205, "smiles": "O.O.O.O.O.O.O.O.O.O"}